Record 1
The following is a DFT calculation (ωB97M-V/def2-TZVPD) of a cluster of 2 separate species, C10H10N2O2 in total in a non-equilibrium geometry.

Each line ends with the natural charge from an NBO analysis.
Element x y z (Å)
O 0.59 2.09 -0.80  -0.57
C 1.30 1.32 -0.12  0.66
C 2.38 1.60 0.84  -0.40
C 3.34 0.58 0.82  0.09
N 3.24 -0.71 0.30  -0.61
C 2.17 -1.04 -0.53  0.77
O 2.09 -2.18 -1.04  -0.64
N 1.22 -0.07 -0.62  -0.68
H 2.54 2.56 1.29  0.26
H 4.32 0.51 1.31  0.22
H 4.02 -1.41 0.46  0.44
H 0.52 -0.37 -1.33  0.44
C -2.58 0.75 -0.99  -0.20
C -1.33 0.13 -1.04  -0.20
C -1.15 -0.96 -0.25  -0.24
C -2.03 -1.25 0.86  -0.20
C -3.25 -0.55 1.11  -0.22
C -3.47 0.45 0.11  -0.19
H -3.02 1.41 -1.72  0.22
H -0.61 0.27 -1.86  0.20
H -0.20 -1.33 -0.34  0.21
H -1.89 -2.12 1.58  0.21
H -3.98 -0.78 1.86  0.22
H -4.22 1.09 0.11  0.19

Results
SMILES string	O=c1cc[nH]c(=O)[nH]1.c1ccccc1
ΔE to the lowest compared entry with this formula, charge and spin	339.09	kJ/mol
HOMO	-8.87	eV
gap between HOMO and LUMO	9.136	eV
E_LUMO	0.3	eV

***

Record 2
The following is a DFT calculation (ωB97M-V/def2-TZVPD) of a cluster of 2 separate species, C10H10N2O2S in total in a non-equilibrium geometry.

Each line ends with the natural charge from an NBO analysis.
Element x y z (Å)
C 1.59 0.22 1.57  0.29
C -3.68 0.83 0.03  -0.21
C -2.57 1.66 -0.01  -0.20
C -3.54 -0.52 -0.21  -0.19
C -1.32 1.13 -0.30  -0.22
C -2.29 -1.05 -0.50  -0.24
C -1.18 -0.23 -0.56  0.03
C 4.01 0.90 -0.54  0.90
C 0.16 -0.81 -0.87  -0.60
C 0.94 -0.97 1.76  -0.85
N 2.16 1.20 1.33  -0.45
N 4.70 1.80 -0.17  -0.74
O 3.51 0.00 -1.08  -0.59
O 2.08 -2.47 -0.26  -0.90
S 0.64 -1.99 0.46  1.17
H -4.65 1.25 0.26  0.22
H -2.67 2.71 0.18  0.22
H -4.40 -1.17 -0.17  0.21
H -0.45 1.77 -0.33  0.22
H -2.18 -2.11 -0.70  0.21
H 0.15 -1.40 -1.79  0.25
H 0.93 -0.04 -0.93  0.26
H 0.78 -1.38 2.74  0.27
H 2.66 -1.74 -0.52  0.51
H 4.62 2.42 0.60  0.44

Results
ΔE to the lowest compared entry with this formula, charge and spin	98.84	kJ/mol
HOMO	-8.62	eV
gap between HOMO and LUMO	9.210	eV
E_LUMO	0.6	eV

***

Record 3
The following is a DFT calculation (ωB97M-V/def2-TZVPD) of a structure of composition C10H10N5NiO4S2 in a non-equilibrium geometry.

Each line ends with the natural charge from an NBO analysis.
Element x y z (Å)
Ni 0.03 -0.01 1.48  1.40
C 2.59 -2.85 -1.15  -0.71
C 1.54 -2.36 -0.19  0.70
O 1.43 -1.17 0.07  -0.64
N 0.75 -3.31 0.35  -0.60
C -0.33 -3.03 1.30  -0.28
C -1.52 -2.39 0.63  0.24
C -2.62 -3.13 0.23  -0.25
C -3.67 -2.49 -0.40  -0.16
C -3.59 -1.12 -0.62  -0.26
C -2.46 -0.45 -0.19  0.08
N -1.45 -1.07 0.42  -0.50
H 3.07 -1.99 -1.60  0.25
H 2.15 -3.48 -1.93  0.22
H 3.34 -3.44 -0.61  0.23
H 0.86 -4.25 0.01  0.39
H 0.04 -2.40 2.11  0.27
H -0.62 -3.98 1.75  0.22
H -2.66 -4.20 0.43  0.21
H -4.55 -3.04 -0.72  0.21
H -4.39 -0.58 -1.11  0.22
H -2.33 0.62 -0.30  0.24
O -1.09 -0.47 3.10  -1.11
S -0.21 0.05 4.26  2.23
O -0.61 1.40 4.61  -0.98
O -0.16 -0.89 5.35  -0.99
S 1.57 0.12 3.20  -0.74
N 1.72 5.55 -0.27  -0.50
C 0.89 4.75 -0.33  0.45
N -0.12 3.91 -0.49  -0.70
C -0.15 2.75 0.05  0.62
N -0.33 1.66 0.43  -0.75

Results
ΔE to the lowest compared entry with this formula, charge and spin	23.61	kJ/mol
charge	-1
expectation value of S²	2.005
HOMO (spin up / spin down)	-4.95 / -4.90	eV
gap between HOMO and LUMO (spin up / spin down)	6.983 / 6.936	eV
E_LUMO (spin up / spin down)	2.0 / 2.0	eV
multiplicity	3